No. 1
Here is C28H49LaN2O2P3 as an isolated structure from the OMol25 dataset. Energies are from ωB97M-V/def2-TZVPD.

Results
total charge: +3
energy above the lowest of the compared OMol25 structures with the same formula, charge and spin: 1.886 eV
frontier orbital gap: 5.813 eV

Each line ends with the Löwdin charge.
Positions of all 85 atoms, in Å:
C 1.993 -0.653 3.894  -0.20
C 2.031 2.680 -3.102  -0.04
H -1.838 -2.688 -3.071  0.05
H -1.004 -1.610 -4.204  0.04
P 0.546 -2.332 -2.481  0.83
H 1.172 5.701 -1.219  0.10
H 3.034 0.818 2.794  0.13
H -4.168 -2.234 -1.495  0.04
C 1.903 -2.866 -3.430  -0.22
H 1.431 3.137 -2.273  0.09
C 3.109 -0.192 3.205  -0.03
C -3.490 0.283 -2.933  -0.27
C 3.306 2.498 -5.178  -0.03
C -3.641 -2.747 -0.687  -0.27
C -2.146 -2.617 1.709  -0.27
H -3.074 -3.049 2.110  0.06
H 1.750 0.245 6.540  0.13
O 1.529 0.831 -1.827  -0.50
H -3.435 -0.734 -3.349  0.04
C 4.350 -2.191 3.832  -0.02
C 2.657 3.267 -4.206  -0.06
H 2.801 -2.615 -2.881  0.08
O 0.297 0.430 1.622  -0.37
H 5.237 -2.836 3.753  0.13
C 2.226 1.307 -2.893  -0.39
H 3.772 0.400 -5.712  0.10
H -2.610 2.296 5.484  0.10
H 0.512 -1.098 6.559  0.11
H 3.726 2.996 -6.072  0.13
H 0.367 -4.627 -1.941  0.10
H -1.482 -3.448 1.417  0.03
H 2.679 4.347 -4.150  0.12
H 2.858 -0.681 -3.564  0.09
C 0.295 -3.736 -1.299  -0.15
H -4.069 0.349 0.298  0.03
H -0.163 1.759 -4.119  0.03
H 0.727 -0.890 -2.382  -0.05
H 1.100 -3.779 -0.555  0.08
N 0.232 0.482 5.083  -0.03
C 1.067 4.820 -0.458  -0.11
H -2.849 3.239 -2.817  0.08
C 2.861 0.444 -3.827  -0.02
H -2.154 0.920 6.536  0.10
H -1.351 3.270 -1.818  0.03
H 5.153 -0.560 2.678  0.12
H -1.671 -2.011 2.500  0.04
H 3.143 -3.698 4.840  0.12
C -1.762 1.743 5.926  0.01
C 0.049 4.796 0.446  -0.07
H -1.597 2.084 2.925  0.12
C -0.895 -2.498 -3.580  -0.17
H -2.886 2.667 -1.119  0.04
H -3.060 -3.577 -1.088  0.03
C -2.275 2.701 -2.035  -0.24
N 0.828 0.184 3.896  0.07
H -1.089 0.391 -4.799  0.04
H -0.662 -3.771 -0.763  0.03
H 0.075 3.972 1.199  0.04
C 3.351 1.072 -4.996  -0.04
C 4.262 -0.937 3.186  -0.06
H 1.930 -3.926 -3.630  0.09
H -3.953 0.931 -3.685  0.07
H 1.090 -2.253 4.947  0.12
La 0.277 -0.151 -0.486  1.73
C 2.007 -1.928 4.440  -0.04
C -0.842 1.260 4.843  -0.21
H -0.643 -3.361 -4.193  0.08
H -4.393 -3.173 -0.031  0.06
C 3.152 -2.694 4.416  -0.04
C 0.677 -0.007 6.382  0.03
H 0.113 0.510 7.167  0.10
C -1.148 1.286 -4.173  -0.25
C 0.100 0.725 2.883  -0.36
H -3.487 -0.053 1.967  0.05
H 1.954 -2.354 -4.371  0.08
H -1.259 2.418 6.634  0.11
P -1.827 0.943 -2.509  0.72
C -3.837 -0.468 0.999  -0.25
P -2.562 -1.581 0.227  0.70
H -1.845 1.982 -4.634  0.06
H 2.006 4.228 -0.342  0.06
C -0.896 1.500 3.490  0.06
H -4.127 0.278 -2.041  0.03
H -0.784 5.472 0.413  0.05
H -4.759 -1.040 1.175  0.07

No. 2
Here is a 11-piece molecular cluster, C28H49O41S11 overall from the OMol25 dataset. Energies are from ωB97M-V/def2-TZVPD.

Results
total charge: +1
frontier orbital gap: 8.352 eV

Each line ends with the Löwdin charge.
Positions of all 129 atoms, in Å:
H 2.215 3.849 6.545  0.13
C 0.102 1.454 -1.902  -0.38
H 0.538 -4.515 -0.863  0.10
C 3.148 -7.843 8.589  -0.16
O 0.187 1.216 -0.730  0.12
C 1.508 -4.962 4.194  -0.16
S -6.028 3.270 5.020  0.61
H -9.084 2.212 1.473  0.14
H -1.548 2.954 2.228  0.14
H -3.214 3.675 5.656  0.13
O 1.237 -2.090 -8.962  -0.18
O -10.260 1.244 -1.342  -0.21
H 2.978 5.084 5.515  0.14
O -4.605 -0.074 -4.779  -0.22
C 0.182 1.654 2.262  -0.16
C 1.312 -1.705 -7.588  -0.18
H -0.550 0.658 -3.880  0.11
C 0.993 3.859 -2.471  -0.02
C 1.071 2.417 -2.654  -0.17
H 1.834 5.795 -3.135  0.11
S 5.487 3.517 5.666  0.63
H -0.177 -0.132 -7.634  0.13
O -0.280 3.378 5.279  -0.22
H 1.147 -1.924 -0.567  0.14
O 6.193 4.811 -3.423  -0.21
H -1.923 1.242 1.917  0.14
C 3.212 3.060 4.778  -0.19
O -5.837 4.018 6.436  -0.18
H 2.556 3.273 3.944  0.11
O 1.354 -1.876 -2.631  -0.22
H 3.540 4.653 -4.740  0.09
H 4.133 -7.530 8.234  0.14
S -2.358 2.012 -3.021  1.10
C 1.186 -3.899 -1.467  -0.17
O 4.581 3.152 4.378  -0.18
O 6.524 2.530 -4.296  -0.20
H -3.462 1.411 -2.446  0.00
H 0.390 0.581 2.252  0.14
H 3.008 -4.736 2.648  0.13
H 2.804 -5.846 9.389  0.14
H -7.230 0.636 1.411  0.14
O -8.715 2.925 -0.416  -0.19
C -1.290 1.922 2.483  -0.16
H -3.172 2.090 6.465  0.14
C -6.071 -1.850 -5.199  -0.14
O 0.575 -0.636 -10.839  -0.21
H 2.346 -1.834 -7.256  0.14
O 2.357 -7.238 5.432  -0.24
H 3.030 2.041 5.133  0.13
O 5.541 4.249 -5.766  -0.24
O -0.965 -5.940 2.217  -0.20
C -1.011 0.769 -2.860  -0.29
O -8.040 0.594 -0.502  -0.20
C 2.015 1.759 -3.565  -0.02
C 8.703 3.179 -4.836  -0.16
H -1.334 -0.239 -2.512  0.08
O -3.176 -1.410 -3.268  -0.24
O 2.489 -8.538 7.526  -0.18
C -7.358 1.286 0.547  -0.17
O 0.240 0.939 5.428  -0.20
O -5.374 -2.240 -4.007  -0.16
C 0.783 -2.442 -1.452  -0.18
S -4.528 -0.995 -3.456  0.59
S 6.399 4.103 -4.637  0.61
O -8.204 1.895 -2.598  -0.24
H -0.304 -2.334 -1.514  0.13
S 1.614 -0.822 -9.890  0.63
O 1.795 -6.214 7.604  -0.19
O 1.493 -6.015 2.110  -0.17
C 3.067 4.066 5.904  -0.16
S -0.141 2.091 4.688  0.61
H 2.220 -4.026 -1.136  0.14
O 0.281 -7.905 6.648  -0.19
S -8.898 1.644 -1.380  0.62
H -6.377 1.590 0.173  0.12
H -5.702 -0.184 -6.548  0.14
O 2.857 -3.119 -4.142  -0.21
H 1.398 -6.932 9.486  0.14
O 0.443 -2.834 -4.725  -0.24
O -5.278 -0.353 -2.428  -0.22
C -3.823 2.878 6.091  -0.18
H 9.504 3.072 -5.564  0.14
O -4.688 2.374 5.069  -0.20
O 0.301 -4.134 1.046  -0.26
O 1.114 -4.284 -2.850  -0.17
H -7.021 -1.399 -4.902  0.14
O 0.835 2.221 3.407  -0.22
H 2.026 -4.232 4.815  0.15
C 2.399 -5.522 3.105  -0.16
O 2.982 -0.924 -10.258  -0.21
H 1.275 0.275 -6.684  0.12
C -8.225 2.490 0.857  -0.16
O 0.413 -4.345 3.498  -0.18
O 1.484 0.319 -8.748  -0.19
H 3.046 -6.316 3.465  0.12
C 1.915 4.692 -3.250  -0.03
O 6.043 2.314 6.180  -0.22
H -5.161 2.613 7.774  0.14
H 9.132 3.298 -3.839  0.14
S 1.488 -3.019 -3.774  0.62
H 0.551 2.103 1.345  0.11
C -5.163 -0.834 -5.862  -0.15
C 2.930 2.591 -4.321  -0.04
O -1.496 1.745 3.883  -0.19
O 6.279 4.653 5.348  -0.22
H 2.011 0.648 -3.643  0.11
O 7.915 4.339 -5.125  -0.18
C 0.909 -0.244 -7.570  -0.18
C 7.727 2.019 -4.881  -0.16
C 2.265 -6.646 8.886  -0.16
H -4.269 4.152 7.797  0.14
H 3.266 -8.493 9.454  0.14
H -2.632 2.190 -4.363  0.03
H 1.110 -5.754 4.823  0.09
H -4.343 -1.322 -6.394  0.14
H 8.085 1.152 -4.328  0.14
S 1.640 -7.496 6.638  0.63
S 0.170 -5.098 2.098  0.65
O -7.151 2.402 5.105  -0.22
H 0.240 4.284 -1.768  0.11
H 7.506 1.727 -5.910  0.14
H 0.658 -2.323 -6.979  0.11
O -5.884 4.235 3.982  -0.23
O 4.287 3.976 6.644  -0.18
C -4.755 3.418 7.158  -0.16
C 2.837 4.026 -4.142  -0.05
H -6.263 -2.713 -5.833  0.15
H -7.671 3.287 1.350  0.13
H 3.624 2.077 -5.021  0.11

No. 3
Here is a 10-piece molecular cluster, C28H50Br12N2O2 overall from the OMol25 dataset. Energies are from ωB97M-V/def2-TZVPD.

Results
total charge: 0
frontier orbital gap: 8.767 eV

Each line ends with the Löwdin charge.
Positions of all 94 atoms, in Å:
H -1.821 -2.304 4.329  0.07
H 2.888 0.785 -0.223  0.08
H 3.473 0.413 -2.667  0.01
C 5.034 -2.666 -1.679  -0.74
H 2.886 -1.945 5.380  0.06
C 1.184 -2.118 4.084  -0.65
Br 1.368 -1.297 -1.684  0.74
C -2.380 0.797 -4.666  -0.66
H -4.317 -3.727 3.462  0.12
C -2.177 1.920 4.338  -0.13
H -0.488 5.158 -3.385  0.08
H -3.159 1.501 -4.932  0.05
C -4.491 -1.585 3.617  -0.17
Br 5.899 -2.917 -3.384  0.65
C 3.095 1.843 1.687  -0.16
Br -1.884 0.830 0.745  0.79
C -1.133 0.009 4.963  -0.14
H 6.878 -2.139 -0.453  0.06
H 4.502 1.435 -0.031  0.11
C -1.380 4.085 -1.650  -0.11
H 0.645 0.902 -0.760  0.02
H 0.283 0.932 6.322  0.09
N -3.325 3.847 -2.608  0.00
H -0.578 -5.081 -3.143  0.06
H 4.118 -2.125 -1.865  -0.02
C -2.023 -0.162 -5.796  -0.67
C -0.486 1.048 5.584  -0.09
H -3.801 -0.453 1.882  0.03
C -0.703 -4.059 -3.512  -0.71
H 1.122 -1.041 3.955  0.05
H -0.605 4.029 -0.906  0.07
C 5.874 -1.865 -0.735  -0.67
H 4.761 -3.638 -1.274  0.06
C -3.887 -1.482 2.231  -0.22
H -2.446 -2.832 -3.995  -0.02
H -0.323 -1.167 0.617  -0.05
Br 3.075 4.100 -3.444  0.67
H 1.709 3.369 2.387  0.11
H -0.269 -3.417 -2.756  -0.01
H -2.689 -4.139 -2.826  0.06
C 3.659 1.400 -3.077  -0.74
C 2.489 2.288 -3.129  -0.71
H -1.566 -1.133 -0.624  0.02
H 1.951 2.277 -2.189  0.02
C -2.431 -2.778 3.537  -0.24
Br -3.607 -1.054 -6.517  0.61
Br -2.904 -0.155 -3.065  0.73
H -4.238 3.500 -2.833  0.14
C -1.359 4.761 -2.892  -0.10
H -4.379 -2.085 1.462  0.13
C -2.577 4.573 -3.491  -0.14
H 1.833 1.983 -3.936  0.06
C 2.589 -2.512 4.493  -0.70
Br 2.642 -4.386 5.003  0.63
C -2.577 3.461 -1.531  -0.17
H -5.584 -1.589 3.559  0.12
Br 0.415 -3.867 -5.084  0.60
O -2.530 -2.006 2.357  -0.20
H -0.923 -1.058 4.921  0.06
Br 0.830 -2.795 2.268  0.71
H 0.983 2.938 -0.431  0.07
H -2.939 2.504 3.855  0.11
Br 4.861 -1.571 0.912  0.66
Br 4.509 1.232 -4.819  0.62
H 5.967 -0.857 -1.152  0.05
H 0.903 2.037 1.630  0.08
H -1.621 0.357 -6.660  0.06
Br -2.870 -5.073 -5.089  0.62
C -3.896 -2.912 4.069  -0.13
C -0.797 -0.545 -0.129  -0.67
C 3.465 1.621 0.231  -0.24
H -2.688 -0.036 3.577  0.05
N -2.084 0.545 4.115  0.01
C 1.821 2.635 1.598  -0.14
H -3.021 4.866 -4.425  0.11
H 3.333 -2.291 3.737  0.03
C 0.075 0.091 -1.191  -0.63
C 1.863 3.231 0.170  -0.22
H -4.137 -0.751 4.231  0.10
H -1.950 -3.717 3.281  0.10
H 4.432 1.858 -2.465  0.04
H 3.913 2.406 2.152  0.12
C -2.190 -3.859 -3.751  -0.71
H -3.940 -3.088 5.139  0.11
H -2.981 2.950 -0.689  0.04
H -1.481 1.376 -4.428  0.06
H -1.064 3.222 5.671  0.09
H -0.531 0.273 -2.060  -0.02
H 0.452 -2.518 4.765  0.03
C -1.213 2.247 5.237  -0.11
O 3.067 2.819 -0.439  -0.21
H 3.054 0.916 2.268  0.10
H -1.288 -0.896 -5.470  0.04
H 1.831 4.328 0.116  0.13

No. 4
Here is C28H50BrInO15P as an isolated structure from the OMol25 dataset. Energies are from ωB97M-V/def2-TZVPD.

Results
total charge: -1
frontier orbital gap: 6.670 eV

Each line ends with the Löwdin charge.
Positions of all 96 atoms, in Å:
C -0.387 1.789 -1.968  -0.31
H -0.651 -1.896 4.987  0.14
H -3.374 7.893 1.855  0.09
H -3.563 8.151 -1.817  0.14
O -0.446 -6.218 8.674  0.13
H 4.621 4.467 -6.260  0.14
H 1.753 -1.749 2.477  0.12
O 2.592 6.314 -6.274  0.08
H -2.816 0.294 5.115  0.16
H 3.519 -2.232 0.076  0.03
H -0.422 -4.924 3.917  0.07
H -1.454 1.390 0.714  0.08
H 2.934 -4.024 1.626  0.14
H 0.816 -3.261 -5.717  0.05
H 1.225 -6.254 5.304  0.16
O -2.925 6.236 -2.146  0.06
H -0.023 -1.206 -3.967  0.09
C -0.152 -7.867 5.713  -0.12
C -0.293 -6.565 7.517  -0.51
C -0.093 -3.373 -4.966  -0.19
H -2.907 -1.312 6.994  0.09
H -1.672 3.449 -0.932  0.07
H -2.211 0.221 7.571  0.09
O -4.123 4.386 -1.527  0.12
O 3.236 7.496 -8.127  0.11
C -3.182 8.265 0.843  -0.03
H 1.779 5.184 -4.023  0.09
H -2.210 -1.827 4.123  0.15
C -2.738 7.493 -1.520  -0.12
H 3.532 3.359 -7.135  0.14
H -0.129 -4.473 -4.507  0.08
H 0.064 -7.003 -0.331  0.09
O -0.389 -5.730 6.437  0.08
H 0.413 1.799 0.703  0.09
C -2.755 7.131 -0.066  -0.36
C -0.498 -6.010 4.036  -0.02
C -2.055 -0.632 6.903  -0.02
H -0.295 1.476 -3.111  0.09
C -1.885 -0.162 5.473  -0.35
In 1.642 -0.736 -1.513  0.58
O 2.347 1.900 -3.666  -0.67
H -2.076 3.146 -2.790  0.08
O -0.761 -0.471 3.524  0.03
H -2.669 1.914 -1.428  0.09
H -1.789 6.730 0.263  0.16
C 0.145 -6.447 5.337  -0.35
H -1.158 -1.149 7.262  0.09
C 2.697 -1.460 0.410  -0.30
H 3.573 -0.155 -4.120  -0.08
H -2.412 9.040 0.892  0.09
H -0.020 -6.494 3.180  0.09
C -0.368 0.930 0.529  -0.18
H -1.567 -6.252 4.021  0.09
O -1.064 -4.019 0.917  -0.04
H -1.063 -3.123 -5.593  0.07
H 3.507 4.888 -4.122  0.09
H 0.548 -8.576 5.262  0.14
C 1.217 -2.671 -2.699  -0.74
C -1.785 2.625 -1.768  -0.16
H -1.177 -8.177 5.479  0.14
O 1.312 -4.602 0.354  -0.10
C -0.738 -6.143 -0.458  -0.02
H -1.036 -2.510 -3.053  0.11
C 2.542 4.609 -4.558  -0.03
C -0.047 -2.343 -3.691  -0.37
C 1.582 -2.201 1.386  -0.26
H 0.504 -1.935 1.016  0.08
C 3.673 4.392 -6.806  -0.11
H 1.288 -4.166 2.533  0.11
C -1.396 -1.228 4.539  -0.11
H -0.760 -5.836 -1.592  0.09
O -0.005 -7.843 7.121  0.06
H 4.314 1.199 -2.366  -0.07
O 3.729 5.270 -7.916  0.05
C 2.497 4.919 -6.040  -0.35
O -0.859 0.812 5.374  0.08
C -3.626 5.465 -1.260  -0.52
O 0.407 1.498 3.594  0.14
H 1.548 4.572 -6.468  0.16
C 3.188 6.455 -7.497  -0.52
H -0.236 0.091 1.335  0.04
C -0.144 -4.811 0.359  -0.31
Br 2.939 -3.070 -3.690  0.47
H -1.791 7.944 -1.829  0.14
H -1.160 -0.335 -1.292  0.07
H -1.808 -6.432 -0.059  0.10
H -4.115 8.723 0.497  0.09
H 3.228 -0.555 0.981  0.04
C 1.773 -3.824 1.514  -0.19
C -0.337 0.688 4.116  -0.50
H 2.374 3.543 -4.375  0.02
C -0.295 0.413 -1.029  -0.40
P 3.126 0.684 -3.000  0.58
H 0.534 2.517 -1.752  0.11
O -3.696 6.070 -0.035  0.08
H 0.889 -3.547 -1.995  0.02

Across the entries above, largest force on an atom takes the values 0.080, 0.051, 0.034, 0.155 hartree/bohr, respectively.
Across the entries above, E_LUMO takes the values -9.68, -3.91, 0.17, 1.79 eV, respectively.